[1]
C33H43HoN3O2Se2 as an isolated structure. Source: the OMol25 dataset; level of theory: wB97M-V/def2-TZVPD.

Its charge is +1. For the HOMO energy (alpha / beta), the calculation gives -10.2 / -10.2 eV. The spin multiplicity is 5.

Structure (XYZ):
```
84
Properties=species:S:1:pos:R:3:forces:R:3
Ho -0.587315 -1.602051 -2.201535 0.65 -0.17 -0.40
C 4.027268 -3.139985 3.884764 0.75 -1.32 0.03
C 3.032742 -2.006039 3.929890 -0.62 0.31 -0.44
C 3.687467 -0.739618 4.453658 0.42 0.18 0.89
C 1.799956 -2.319895 4.803400 0.15 0.14 0.71
C 2.572203 -1.710891 2.499224 -0.09 -0.80 0.83
C 1.224546 -1.633925 2.218407 0.56 0.70 -1.39
C 0.867283 -1.364018 0.900394 -0.24 -0.54 -0.35
Se -1.045730 -1.343948 0.609372 -0.11 0.22 -0.47
C -1.495853 0.517619 0.282877 -0.47 0.71 -1.12
C -1.736186 1.319435 1.396625 0.47 -0.59 -1.06
C -2.116109 2.639810 1.226017 -0.22 -0.05 1.52
C -2.351159 3.078978 -0.053307 -0.32 0.27 -0.17
C -2.173327 2.341607 -1.216042 0.87 -1.16 -0.02
C -1.714353 0.998405 -1.062350 -0.25 0.75 1.65
O -1.520385 0.171837 -2.090503 -0.31 0.08 0.16
C -2.400166 3.028548 -2.568256 -0.27 0.68 0.66
C -3.918310 3.321702 -2.661037 0.18 -0.06 -0.70
C -1.867926 2.255340 -3.763747 -1.42 -0.80 -0.82
C -1.606583 4.372030 -2.516436 0.74 0.16 -0.17
C -2.394935 3.542925 2.452848 -0.41 0.75 -0.79
C -2.164053 2.824459 3.744933 0.55 -0.59 1.79
C -3.887837 3.973181 2.477954 1.54 0.82 -0.27
C -1.541371 4.850485 2.454256 -0.87 -0.57 -0.63
C 1.768172 -1.362099 -0.192999 0.85 0.22 1.54
O 1.312493 -1.303271 -1.433739 -0.71 -0.18 -0.55
C 3.161621 -1.428816 0.122448 -0.79 -0.01 0.01
C 3.494055 -1.628681 1.466891 -0.72 0.47 -1.12
C 4.253509 -1.378374 -0.964919 0.06 -0.16 0.63
C 3.843733 -0.531098 -2.152227 -0.35 0.34 -1.43
C 4.486096 -2.861526 -1.419598 2.20 0.02 0.07
C 5.561028 -0.719776 -0.402565 -1.32 -0.84 0.88
H 4.362032 -3.414229 4.901516 -0.01 0.18 -0.38
H 4.921261 -2.893148 3.270875 -0.48 -0.01 0.62
H 3.628352 -4.074019 3.423669 -0.05 0.66 0.33
H 4.135584 -0.880078 5.469954 -0.93 0.22 -0.46
H 2.962288 0.080392 4.363710 0.28 -0.05 0.56
H 4.553324 -0.449072 3.885628 0.33 0.05 -0.73
H 2.083652 -2.395908 5.873394 -0.04 0.21 -0.56
H 1.358287 -3.290692 4.559826 -0.07 0.14 -0.22
H 1.024600 -1.519701 4.703104 0.72 -0.67 0.36
H 0.453476 -1.751397 2.948186 -0.17 0.03 0.19
H -1.606544 0.824838 2.334475 0.05 0.21 0.65
H -2.773715 4.067500 -0.117406 0.11 0.29 -0.26
H -4.506609 2.427406 -2.448850 0.09 -0.10 0.11
H -4.212549 3.618503 -3.702313 0.29 0.26 1.01
H -4.154201 4.065386 -1.885689 -0.28 -0.04 -0.59
H -2.366765 1.234231 -3.914259 0.70 1.59 0.22
H -0.811755 2.130339 -3.614928 0.56 -0.30 -0.24
H -2.044093 2.860112 -4.676053 0.17 -0.28 0.42
H -1.855110 5.022564 -1.656064 -0.05 -0.42 -0.54
H -1.720989 4.968561 -3.438280 -0.22 -0.30 0.28
H -0.510512 4.164146 -2.440105 -0.76 0.03 0.03
H -2.791282 1.918848 3.853856 0.07 0.51 -0.04
H -2.376643 3.506318 4.607547 -0.04 -0.55 -0.70
H -1.127401 2.482347 3.929085 -0.26 0.22 -0.39
H -4.504310 3.111991 2.412506 -0.81 -0.69 0.26
H -4.080604 4.604522 1.609989 -0.24 0.13 0.11
H -4.001510 4.553559 3.406159 -0.50 -0.24 -0.39
H -0.504190 4.573036 2.445730 0.64 0.16 0.18
H -1.816441 5.425742 3.332395 0.26 0.03 0.27
H -1.741623 5.513104 1.597840 0.02 -0.41 0.06
H 4.528592 -1.727524 1.673814 0.69 0.00 0.36
H 3.047977 -1.004844 -2.747811 0.66 0.00 0.07
H 4.722449 -0.342349 -2.793871 -0.32 -0.25 0.14
H 3.424606 0.461283 -1.947542 0.22 -0.14 0.58
H 3.589001 -3.310910 -1.789317 -0.80 -0.15 -0.15
H 4.844890 -3.480861 -0.550455 -0.32 0.59 -0.77
H 5.261879 -3.000699 -2.262803 -1.01 0.57 1.28
H 5.360115 0.298650 -0.013605 0.08 -0.57 -0.24
H 6.216934 -0.674944 -1.237004 0.95 0.14 -0.47
H 5.989378 -1.345637 0.405890 0.04 0.47 -0.54
Se -1.330543 -5.630898 -1.803334 -0.42 0.26 -0.29
N -2.719132 -6.035115 -2.801364 -0.23 1.15 -0.69
C -3.044024 -4.939859 -3.546571 1.34 -1.24 1.23
C -4.075095 -4.801228 -4.492580 0.07 0.59 -0.51
C -4.163322 -3.592616 -5.129231 -0.27 -0.89 0.46
C -3.340936 -2.516742 -4.751939 1.21 0.85 0.19
N -2.333696 -2.602244 -3.883862 -0.86 0.17 -0.98
C -2.165820 -3.821766 -3.338298 -0.16 -0.24 1.19
N -1.216531 -3.949761 -2.394558 -0.40 -1.01 -0.47
H -4.763814 -5.575735 -4.767468 -0.02 -0.48 0.18
H -4.912812 -3.521573 -5.892410 -0.16 0.56 -0.22
H -3.466678 -1.532183 -5.195879 -0.13 -0.16 0.00
```
Forces are in eV/Å.

Atom charges from the Löwdin analysis, given in e for atoms 1 to 5: atom 1 (Ho): 1.5292, atom 2 (C): -0.0563, atom 3 (C): -0.5730, atom 4 (C): -0.0473, atom 5 (C): -0.0587

[2]
C33H43MgN5O11Si as an isolated structure. Source: the OMol25 dataset; level of theory: wB97M-V/def2-TZVPD.

For the HOMO energy, the calculation gives -8.5 eV. The spin multiplicity is 1.

Structure (XYZ):
```
94
Properties=species:S:1:pos:R:3:forces:R:3
Mg 14.335722 14.003853 8.963823 -0.94 1.24 -0.43
C 13.856500 13.228398 12.063653 0.75 0.14 1.21
O 14.262456 14.118371 11.030845 0.38 0.73 -0.28
C 15.440038 14.790186 11.407135 1.38 -0.92 1.96
C 15.861363 15.913101 10.515958 0.82 2.05 0.11
O 15.666703 15.587667 9.147920 0.64 -0.70 -0.94
C 16.817525 15.683585 8.208197 -0.87 0.97 0.26
C 17.948165 14.737271 8.490566 0.42 -0.84 0.61
O 17.428988 13.425019 8.707225 0.52 0.49 0.03
C 18.505309 12.525602 8.965430 -0.45 -0.32 1.18
H 13.853352 13.804402 13.011455 -0.34 -0.23 -0.41
H 14.572452 12.413614 12.214281 0.09 0.06 -0.37
H 12.904411 12.811257 11.839833 -0.76 -0.15 -0.35
H 16.296824 14.049269 11.464287 -0.87 0.46 -0.18
H 15.324606 15.162504 12.460467 0.08 -0.03 -0.83
H 16.936974 16.100690 10.718552 -0.43 -0.28 -0.12
H 15.396231 16.917610 10.744928 -0.06 -1.19 -0.39
H 17.184417 16.723952 8.286963 -0.15 -0.41 -0.24
H 16.380576 15.500506 7.207499 0.19 0.18 0.74
H 18.547522 15.032070 9.398465 -0.42 -0.08 -0.73
H 18.636515 14.723732 7.606179 -0.41 0.22 0.59
H 19.210935 12.589319 8.125007 0.12 -0.21 0.38
H 18.051751 11.499363 9.034224 0.57 1.00 -0.02
H 18.996691 12.797683 9.976566 -0.49 -0.50 -1.57
O 14.074944 6.794328 6.179329 -0.06 2.01 -1.49
N 14.109460 7.941994 5.668146 0.01 -2.19 -0.34
O 14.091473 8.207790 4.468613 -0.14 -0.85 1.02
C 14.229502 9.031566 6.580450 -0.33 0.25 -0.35
C 14.387847 8.739408 7.922127 1.08 2.78 1.62
C 14.594690 9.846456 8.772692 -0.05 -0.15 -1.07
C 14.509750 11.232110 8.351885 -1.04 0.16 0.21
O 14.241931 12.177444 9.162977 0.93 -2.64 -0.90
C 14.558413 11.373027 6.910933 -0.95 -0.87 0.10
C 14.277822 10.300002 6.040080 0.84 0.90 0.26
N 14.753818 12.652994 6.345856 1.03 1.14 -0.59
O 15.195667 13.578162 7.098729 -1.05 -0.80 -1.15
O 14.662056 12.797838 5.139154 -0.07 0.14 1.07
N 14.964226 9.627448 10.141938 0.31 -1.06 1.78
O 14.653332 8.511653 10.608606 0.69 1.88 -0.35
O 15.611916 10.501113 10.752582 -1.12 -1.65 -1.01
H 14.519822 7.767086 8.336429 -0.26 -0.56 -0.04
H 14.219804 10.450830 4.942618 0.01 -0.11 1.06
C 10.682545 18.006176 6.760139 1.01 -0.40 -0.34
C 11.854552 17.002953 7.001937 -1.66 -0.13 1.23
C 12.047340 16.170600 5.741250 0.06 -0.22 -0.52
C 13.057875 17.832591 7.410129 -0.24 0.29 -0.77
Si 11.504476 15.810305 8.527922 -1.45 0.96 -0.52
O 12.599206 14.683294 8.548510 1.09 -0.72 0.27
C 9.721935 15.062749 8.579965 0.16 -0.55 0.42
C 9.225568 14.626901 9.851584 0.28 -0.50 -1.13
C 8.029666 13.869748 9.887871 0.41 0.29 1.06
C 7.240771 13.643785 8.774694 1.73 0.69 -1.10
C 7.744301 14.097185 7.507582 -1.19 -1.08 1.61
C 8.974670 14.735979 7.426623 -0.57 0.63 -0.43
C 11.362747 16.907872 10.065203 1.29 0.03 0.24
C 12.449749 17.039721 10.983566 -1.66 0.90 -0.14
C 12.415822 18.025917 11.977052 0.13 -0.21 0.30
C 11.275594 18.814904 12.161619 -0.69 -0.37 -0.65
C 10.200848 18.677169 11.254670 0.52 -0.47 0.15
C 10.249591 17.740313 10.201416 0.32 0.58 1.18
H 10.920573 18.614022 5.875764 0.00 0.08 0.14
H 10.495308 18.664656 7.596837 0.11 0.18 0.28
H 9.771554 17.493509 6.542974 -0.77 -0.44 -0.18
H 12.142387 16.822884 4.841195 0.07 -0.35 0.48
H 11.200461 15.481197 5.549604 0.28 0.45 0.12
H 12.925376 15.517959 5.808083 0.03 0.20 -0.03
H 13.392195 18.392144 6.528399 0.34 0.04 0.13
H 13.850270 17.251625 7.833672 0.78 -0.53 0.00
H 12.784270 18.544609 8.175661 -0.18 0.31 0.21
H 9.851001 14.775041 10.772401 -0.85 -0.08 -0.95
H 7.708526 13.425243 10.838082 0.13 0.34 -0.25
H 6.339170 13.066730 8.902795 -0.18 0.03 -0.34
H 7.108287 13.835676 6.663734 0.44 0.38 -0.23
H 9.257889 15.094319 6.413128 0.16 -0.36 0.90
H 13.237197 16.313542 10.994166 0.36 -0.08 -0.34
H 13.278231 18.156552 12.651383 -0.52 -0.20 -0.22
H 11.148801 19.433190 13.057402 0.28 0.03 -0.56
H 9.296620 19.260218 11.386297 0.06 0.03 0.09
H 9.361963 17.615124 9.582815 0.31 0.06 -0.09
C 10.341183 10.695592 7.331850 -0.49 -0.31 0.24
C 10.808062 10.590989 8.744214 0.87 0.20 0.05
C 11.250805 9.497302 9.481487 -0.05 -0.23 -0.89
C 11.603479 10.040914 10.721650 0.14 0.88 0.65
N 11.440155 11.375294 10.755476 0.19 -0.83 -0.52
N 11.017378 11.684145 9.515826 -0.66 -0.61 -0.03
C 11.994987 9.370766 11.984424 -0.80 -0.80 0.74
H 9.978241 9.680012 7.041687 0.32 0.94 -0.15
H 11.173585 11.040567 6.702887 -0.37 -0.19 -0.13
H 9.506452 11.425739 7.277791 0.45 -0.44 -0.19
H 11.422835 8.473555 9.082958 -0.48 0.91 0.61
H 10.775957 12.638341 9.287560 0.04 0.06 0.01
H 12.403506 8.367117 11.857221 -0.07 0.10 -0.26
H 11.087386 9.261639 12.631756 0.73 0.13 -0.38
H 12.734698 9.938560 12.526453 0.18 0.31 0.20
```
Forces are in eV/Å.

Atom charges from the Löwdin analysis, given in e for atoms 1 to 5: atom 1 (Mg): 0.5882, atom 2 (C): -0.0382, atom 3 (O): -0.2434, atom 4 (C): -0.1990, atom 5 (C): -0.1672

| no. | strongest force on any atom (eV/A) | calculated total energy (Eh) |
| --- | --- | --- |
| 1 | 2.2 | -7348.81293 |
| 2 | 3.4 | -2874.14077 |